Density functional theory data (the ωB97M-V functional and the def2-TZVPD basis) for C2H4Br2 in the gas phase at a distorted geometry.

```
8
C2H4Br2, DFT the ωB97M-V functional and the def2-TZVPD basis
C 0.1550 -0.2036 0.7312
C -0.0354 0.3119 -0.7521
H 0.5950 1.1938 -0.8661
Br -2.0188 0.9110 -1.0772
H 0.3834 0.5817 1.4517
Br 1.4456 -1.6991 0.8016
H -0.7201 -0.6457 1.2075
H 0.1953 -0.4500 -1.4966
```

Total energy = -5226.616436 Eh
Kohn-Sham gap = 10.63 eV
LUMO energy = 0.2 eV
HOMO = -10.41 eV
Energy above the lowest of the compared OMol25 structures with the same formula, charge and spin = 47.9 kJ/mol